# 1
DFT (wB97M-V/def2-TZVPD) results for a molecular structure, C20H53N11NbO20 at a distorted geometry.

Results
**E_LUMO**: 0.80 eV
**Total charge**: -1

Last column: Löwdin charge in e.
Atoms and positions in Å:
1 H 0.0761 0.7025 2.7114  0.0290
2 H -5.3054 1.9387 0.8604  0.0347
3 O 9.3406 8.6714 -1.7886  0.0639
4 H -4.8627 5.9067 1.1088  0.0902
5 H -1.5919 -2.6711 0.2732  0.0387
6 H -4.3002 -10.8678 2.4626  0.0914
7 H 0.5658 -0.3715 0.6380  0.0963
8 H -1.6485 0.3493 2.5979  0.0149
9 H 6.4493 9.4406 -1.5151  0.1035
10 H 7.5192 3.6020 -3.7843  0.0999
11 H 2.4255 -11.1085 -1.9386  0.0939
12 C -0.7744 0.6552 2.0113  -0.3807
13 N -2.5901 -5.3870 2.1808  -0.4468
14 H 1.9886 -6.7226 -0.5201  0.0846
15 H -3.6903 -3.6571 1.7986  0.0969
16 Nb -0.9197 2.8393 1.4487  1.2938
17 C -1.2536 4.9046 0.7260  -0.3983
18 O -2.7421 -8.4838 -3.0382  0.0603
19 O -5.7355 -8.3733 3.8056  0.0601
20 O -2.9571 -6.5459 2.1649  0.0421
21 H 3.6290 6.6837 1.4253  0.0978
22 H 7.0622 10.1927 -3.0121  0.1006
23 H 1.0748 -11.8366 -1.0094  0.1017
24 H -1.0915 5.7698 -1.2404  0.0282
25 O 5.7130 5.3080 0.7651  0.0316
26 H -2.6252 2.5084 3.7706  0.0204
27 C -4.4566 0.9260 2.8991  -0.0715
28 O 2.0379 5.5222 -1.0245  0.0549
29 N 5.1708 5.3465 1.8543  -0.4537
30 H 2.7478 -11.9927 -0.4099  0.0999
31 H 3.1931 4.9587 1.2828  0.0906
32 H 2.3168 6.6213 -3.8021  0.1043
33 H -2.2043 -6.9525 -0.3035  0.0695
34 N 8.5286 9.5633 -1.6697  -0.4559
35 C -0.7800 0.1686 -1.4401  -0.1126
36 C 2.0508 -11.3648 -0.9558  0.0500
37 H -5.5490 0.9296 2.8987  0.0673
38 H 6.5903 3.6611 -2.2598  0.1064
39 C -3.9647 2.1675 2.1744  -0.5639
40 C -4.5825 -9.8230 2.4297  0.0465
41 O 5.7271 5.1224 2.9061  0.0658
42 N -2.8918 -8.1498 -1.8824  -0.4499
43 H 2.7599 -7.0558 -2.0947  0.0892
44 C -2.8335 2.8986 2.7745  -0.3281
45 O 8.7169 10.6028 -1.0747  0.0569
46 H -1.0919 -2.3844 -1.3865  0.0601
47 O -1.4906 -5.0010 1.8585  0.0670
48 H 7.9155 4.8376 -2.5409  0.0972
49 H 3.3836 5.7007 2.9005  0.0959
50 N -5.7708 6.5118 -0.6818  -0.4561
51 H -1.0690 5.7787 1.3509  0.0075
52 C 7.1340 4.2433 -2.9978  0.0612
53 H -0.3123 -0.5464 -2.1201  0.0606
54 H -3.7145 -9.1709 2.3976  0.0869
55 O 1.6638 7.5986 -1.4749  0.0510
56 H 3.3003 5.3545 -3.0112  0.0722
57 H -0.0501 0.9162 -1.1273  0.0298
58 C -1.5534 5.0286 -0.5829  -0.1570
59 C -3.5685 -4.3547 2.6225  0.0599
60 N -5.3356 -9.5089 3.6751  -0.4561
61 H -4.4959 -4.8564 2.8697  0.0941
62 H 3.7771 7.0768 -2.8846  0.0860
63 N 1.8886 -10.1069 -0.1759  -0.4393
64 O 0.5629 -5.7760 -2.4367  0.0394
65 H -3.1201 3.9513 2.7976  0.0288
66 H -1.5394 0.7205 -1.9990  0.0626
67 O -5.5036 -10.4037 4.4776  0.0564
68 H 7.1755 8.4169 -2.7939  0.0599
69 H -0.5162 -1.4155 1.5235  0.0802
70 H -2.7696 -2.1056 -0.8997  0.0669
71 O 5.2027 4.6766 -4.1872  0.0639
72 O -3.7530 -8.5858 -1.1442  0.0491
73 O -6.5123 6.2048 -1.5952  0.0382
74 H -4.1341 0.0269 2.3673  0.0634
75 O 1.4726 -10.2112 0.9539  0.0836
76 H -6.5046 5.2490 0.8038  0.0940
77 H 0.0028 3.4903 2.9545  -0.1487
78 H -5.0992 4.6044 -0.0825  0.0665
79 H 0.6860 2.7119 0.5481  -0.1313
80 H -4.0993 0.8879 3.9251  0.0615
81 C -1.7267 -2.0060 -0.5837  -0.0852
82 C 2.9518 6.3753 -2.9567  0.0395
83 N -4.5352 2.5665 1.0932  0.0741
84 C -1.9430 -7.1401 -1.3377  0.0479
85 N 2.1428 6.5083 -1.7153  -0.4454
86 H 3.4101 -5.7609 -1.0358  0.0967
87 O -5.2207 7.5880 -0.5787  0.0503
88 C 2.5245 -6.2949 -1.3593  0.0340
89 N 6.1561 5.1705 -3.6284  -0.4309
90 H -2.2320 4.3199 -1.0426  0.0000
91 C 3.7260 5.6996 1.8734  0.0499
92 O 6.3633 6.3641 -3.5391  0.0479
93 C 7.1935 9.3810 -2.3033  0.0477
94 H -1.9310 2.3984 -0.0060  -0.0629
95 H -2.3462 -0.0177 -0.0191  0.0977
96 C -5.5374 5.4883 0.3726  0.0230
97 C -1.4085 -0.5417 -0.2196  -0.4350
98 H -0.9436 -7.5516 -1.4247  0.0858
99 O 1.9467 -4.1641 -2.0903  0.0861
100 H -3.1391 -3.8520 3.4835  0.1043
101 C -0.4654 -0.4528 0.9951  -0.3011
102 H -2.0331 -6.2418 -1.9396  0.1011
103 N 1.6101 -5.3207 -2.0153  -0.4409
104 H -5.2371 -9.6126 1.5898  0.1005
105 O 2.1788 -9.0607 -0.7209  0.0452


# 2
DFT (wB97M-V/def2-TZVPD) results for C26H25N3O5 in the gas phase at a distorted geometry.

Results
**E_LUMO**: -0.98 eV
**Energy relative to the best compared isomer or geometry (same formula, charge and spin)**: 238.6 kcal per mole
**Total charge**: 0
**Structure (SMILES)**: O=[N+]([O-])c1ccc(C(c2ccc([N+](=O)[O-])cc2)[C@H](/C=C/N2CCOCC2)c2ccccc2)cc1

Last column: natural (NBO) charge in e.
Atoms and positions in Å:
1 C -2.5196 3.4506 -0.7963  -0.2251
2 C 1.7116 -3.3790 2.3799  0.0047
3 C -1.0648 -0.4814 0.6496  -0.1985
4 H 0.9339 2.2898 -0.1644  0.2125
5 H -2.0832 0.1154 -2.7536  0.2209
6 H 5.7918 1.3281 -2.4391  0.1927
7 H -1.1967 0.4537 1.3974  0.2379
8 C -4.8152 -0.6650 -0.1574  -0.1650
9 H -3.4315 0.8795 0.3571  0.2361
10 H 4.5318 4.6946 -0.5098  0.2110
11 H -1.8325 -3.1551 -0.0595  0.2197
12 C 4.6934 3.6154 -0.3338  -0.0805
13 C -2.6617 -2.4408 -0.0469  -0.1588
14 C -3.5380 -0.2009 0.1582  -0.1967
15 H -5.6647 0.0177 -0.3009  0.2527
16 H -2.5891 4.3983 -0.2620  0.2169
17 C -1.5282 2.5463 -0.4288  -0.1892
18 H 2.5429 -0.2187 -1.0287  0.2045
19 C 4.7803 0.9337 -0.6032  -0.2366
20 C -2.4071 -1.0549 0.2542  -0.0365
21 N 2.5958 -4.3720 2.8878  0.4974
22 H 0.0461 -4.2435 3.4438  0.2555
23 C 2.3278 0.7721 -0.5825  0.0521
24 C -5.0520 -2.0634 -0.1865  0.0162
25 C -3.4094 3.1150 -1.8135  -0.2258
26 C -0.5881 -2.6185 2.1621  -0.2057
27 C -3.9524 -2.9584 -0.1859  -0.2031
28 H 6.7607 1.7954 -1.0015  0.1750
29 C -1.3656 1.3275 -1.0894  -0.0177
30 H -4.2793 3.7440 -1.9959  0.2193
31 O 2.0925 -5.3195 3.5483  -0.3840
32 C -2.2049 1.0279 -2.1832  -0.2061
33 H -4.1308 -4.0440 -0.2453  0.2554
34 H 5.2167 0.7918 0.3897  0.1873
35 H 0.0316 -0.4535 -1.3223  0.2149
36 H 2.5536 3.4831 -0.6030  0.2069
37 H 3.0993 2.9870 1.0073  0.1933
38 C 1.0193 1.2188 -0.3728  -0.3862
39 H 5.3675 3.4449 0.5405  0.1667
40 C 1.1823 -1.3919 1.1522  -0.1764
41 O 3.8289 -4.2798 2.6826  -0.3775
42 H -1.6426 -2.8577 2.3177  0.2276
43 C -0.1883 -1.5187 1.3309  -0.0214
44 C -3.2713 1.9023 -2.4791  -0.2053
45 H 1.5243 -0.5710 0.5467  0.2325
46 H -0.8620 2.7962 0.4043  0.2039
47 C 3.3490 2.9308 -0.0666  -0.2412
48 H -3.9976 1.6300 -3.2401  0.2191
49 H 4.6716 -0.0387 -1.0862  0.2152
50 C -0.2320 0.3837 -0.5460  -0.2447
51 H 3.1883 -2.2606 1.2144  0.2398
52 N -6.3895 -2.5687 -0.2352  0.4977
53 C 5.7361 1.7732 -1.4321  -0.0743
54 O -7.3313 -1.7608 -0.4092  -0.3766
55 N 3.4350 1.5427 -0.4825  -0.4052
56 O 5.2937 3.1280 -1.5552  -0.5200
57 O -6.5740 -3.8048 -0.1084  -0.3779
58 C 0.3564 -3.4746 2.7399  -0.1744
59 C 2.1414 -2.3212 1.5421  -0.1750


# 3
DFT (wB97M-V/def2-TZVPD) results for C6H13N in the gas phase at a distorted geometry.

Results
**E_LUMO**: 1.05 eV
**Energy relative to the best compared isomer or geometry (same formula, charge and spin)**: 15.8 kcal per mole
**Total charge**: 0
**Structure (SMILES)**: CCC/C=C(/C)N

Last column: natural (NBO) charge in e.
Atoms and positions in Å:
1 C 1.5382 0.0069 -0.3103  -0.4291
2 H -1.4727 -2.3701 -0.0675  0.3620
3 H 0.6628 2.3803 -0.2754  0.2041
4 H -0.1365 -0.0657 -1.6937  0.1845
5 H -2.1634 0.0790 1.5065  0.2194
6 H 0.3254 2.7182 -1.9744  0.2087
7 C 0.7096 0.5849 -1.4975  -0.3844
8 H -1.3006 -0.4731 2.8983  0.2329
9 H 2.3661 0.6895 -0.1271  0.2114
10 H 0.8911 0.3730 1.8113  0.2046
11 N -0.5093 -2.1107 0.1104  -0.8014
12 H -2.2658 -1.5680 1.8180  0.2049
13 H 1.3940 0.5979 -2.3412  0.1981
14 C -0.4075 -0.9760 0.9385  0.1905
15 C -1.5444 -0.7471 1.8754  -0.6483
16 H -0.0478 -1.9558 -0.7784  0.3720
17 H 1.9689 -0.9182 -0.7178  0.1967
18 C 0.1838 1.9960 -1.1741  -0.6175
19 H -0.8662 1.9418 -0.9085  0.2061
20 C 0.6744 -0.1826 0.9076  -0.3151


> Look up the total charge of the first one.

-1


> E_LUMO of number 1 (C20H53N11NbO20)?

0.80 eV


> What is the E_LUMO in the second record?

-0.98 eV